DFT (the ωB97M-V functional and the def2-TZVPD basis) results for one molecule with the formula C4H13N3 in a non-equilibrium geometry.

Computed properties:
HOMO energy, eV: -8.013
LUMO energy, eV: 1.052

Last columns: bonded neighbours and bond lengths (Å).
CARTESIAN COORDINATES (ANGSTROEM)
1 N -1.611 1.116 2.814  C2 1.482, H8 1.021, H9 1.021
2 C -1.651 0.073 1.762  N1 1.482, C3 1.541, H10 1.088, H11 1.092
3 C -0.942 0.596 0.498  C2 1.541, N4 1.446, H12 1.100, H13 1.083
4 N -0.352 -0.437 -0.323  C3 1.446, C5 1.476, H14 1.011
5 C 0.959 -1.030 -0.651  N4 1.476, C6 1.496, H15 1.099, H16 1.096
6 C 1.484 -0.760 -2.026  C5 1.496, N7 1.520, H17 1.088, H18 1.094
7 N 1.989 0.673 -2.002  C6 1.520, H19 1.018, H20 1.018
8 H -2.224 0.855 3.588  N1 1.021
9 H -0.743 0.967 3.332  N1 1.021
10 H -1.008 -0.745 2.080  C2 1.088
11 H -2.683 -0.234 1.578  C2 1.092
12 H -0.165 1.294 0.844  C3 1.100
13 H -1.614 1.205 -0.094  C3 1.083
14 H -0.989 -0.702 -1.063  N4 1.011
15 H 0.881 -2.062 -0.282  C5 1.099
16 H 1.632 -0.546 0.067  C5 1.096
17 H 0.671 -0.786 -2.749  C6 1.088
18 H 2.321 -1.445 -2.190  C6 1.094
19 H 1.278 1.165 -2.539  N7 1.018
20 H 2.767 0.802 -2.644  N7 1.018

DFT (the ωB97M-V functional and the def2-TZVPD basis) results for a 2-piece molecular cluster, C4H13N3O overall in a non-equilibrium geometry.

Computed properties:
Net charge: -1
HOMO energy (spin up / spin down), eV: -2.111 / -2.100
2S+1: 2
LUMO energy (spin up / spin down), eV: 3.738 / 3.591

Last columns: bonded neighbours and bond lengths (Å).
CARTESIAN COORDINATES (ANGSTROEM)
1 C 1.704 -0.802 0.961  C2 1.556, N7 1.444, H8 1.102, H9 1.102
2 C 0.177 -0.565 0.778  C1 1.556, C3 1.558, H10 1.094, H11 1.104
3 C -0.137 0.779 0.055  C2 1.558, N6 1.496, H12 1.083, H13 1.097
4 N -3.624 -0.346 -0.516  C5 1.468, H14 1.019, H15 1.017
5 C -2.556 0.144 0.363  N4 1.468, N6 1.485, H16 1.095
6 N -1.546 0.885 -0.434  C3 1.496, C5 1.485, H19 1.019
7 N 2.356 -1.209 -0.262  C1 1.444, H18 1.016
8 H 1.840 -1.532 1.776  C1 1.102
9 H 2.135 0.132 1.358  C1 1.102
10 H -0.204 -1.281 0.043  C2 1.094
11 H -0.370 -0.673 1.730  C2 1.104
12 H 0.525 0.692 -0.798  C3 1.083
13 H 0.008 1.664 0.688  C3 1.097
14 H -3.177 -1.065 -1.084  N4 1.019
15 H -4.171 -0.797 0.212  N4 1.017
16 H -3.002 0.938 0.970  C5 1.095
17 H 2.864 0.157 -0.596  O21 1.074
18 H 2.043 -2.160 -0.433  N7 1.016
19 H -1.664 0.472 -1.358  N6 1.019
20 H 3.695 1.287 -1.385  O21 0.959
21 O 3.049 1.211 -0.680  H17 1.074, H20 0.959